No. 1
Here is a molecular structure, C26H23BaNS2Te2 from OMol25. Energies are from wB97M-V/def2-TZVPD.

Geometry as XYZ:
```
55
Properties=species:S:1:pos:R:3
Ba -0.2146 -0.4322 -0.5633
S -2.6030 -0.9184 -2.7353
C -1.8233 -2.4630 -2.8274
C -1.8551 -3.2168 -4.0302
C -1.2408 -4.4393 -4.0940
C -0.5543 -4.9227 -2.9745
C -0.5569 -4.1381 -1.8460
N -1.1700 -2.9472 -1.7534
H -2.3776 -2.7972 -4.8790
H -1.2547 -5.0139 -5.0136
H -0.0217 -5.8629 -2.9943
H -0.0273 -4.4536 -0.9536
C 1.6371 1.9531 -4.9060
Te -0.0877 1.1501 -3.9240
C -0.6787 0.1048 -5.6701
H 1.3547 2.7973 -5.5311
H 2.0795 1.1611 -5.5077
H 2.3609 2.2639 -4.1560
H 0.1315 -0.5549 -5.9641
H -0.9083 0.8184 -6.4587
H -1.5662 -0.4633 -5.4012
C -1.0319 0.3402 1.8204
C -0.8110 0.9075 2.8982
C -0.6073 1.5810 4.1370
C -1.3854 1.1308 5.2658
C -1.0459 1.3588 6.6244
C -1.8152 0.8755 7.6695
C -2.9663 0.1287 7.4406
C -3.3039 -0.1421 6.1143
C -2.5427 0.3323 5.0651
C 0.3380 2.6620 4.1657
C 1.2848 2.8250 3.1173
C 2.1965 3.8608 3.0922
C 2.2304 4.8262 4.0982
C 1.2915 4.7159 5.1201
C 0.3770 3.6787 5.1591
H -0.1303 1.8826 6.8601
H -1.4952 1.0743 8.6886
H -3.5668 -0.2450 8.2619
H -4.1843 -0.7387 5.8939
H -2.8178 0.0937 4.0452
H 1.2782 2.0944 2.3183
H 2.9019 3.9161 2.2683
H 2.9482 5.6376 4.0769
H 1.2587 5.4679 5.9039
H -0.3632 3.6776 5.9463
Te 3.1275 -1.5260 -1.6720
C 2.7590 -1.8893 -3.7038
C 1.6935 -2.4881 -4.3099
C 1.7898 -2.5491 -5.7284
C 2.9270 -1.9619 -6.2058
S 3.9018 -1.4047 -4.9009
H 0.8630 -2.8873 -3.7520
H 1.0323 -2.9928 -6.3625
H 3.2445 -1.8678 -7.2325
```

Electronic energy   -65775.781 eV
HOMO level   0.10 eV
HOMO-LUMO gap   3.47 eV
E_LUMO   3.6 eV
M   806.14 g mol⁻¹
F_max   0.43 eV Å⁻¹
Charge   -2
Relative energy (zero: lowest compared OMol25 entry of this formula, charge and spin)   0.00 kcal per mole


No. 2
Here is C16H26N4 in the gas phase from OMol25. Energies are from wB97M-V/def2-TZVPD.

Geometry as XYZ:
```
46
Properties=species:S:1:pos:R:3
C 0.0047 3.1337 5.3873
C 0.8671 1.8769 5.3430
C 0.2519 0.7520 4.5124
C 0.1852 1.0760 3.0213
C -0.3110 -0.0941 2.2447
N -0.5638 -1.2782 2.7345
C -1.0021 -2.0377 1.6952
C -1.0171 -1.2983 0.5529
N -0.5807 -0.0460 0.9060
C -0.3506 1.0398 -0.0017
C 1.0857 1.0027 -0.5621
N 1.3495 -0.2306 -1.2460
C 1.9190 -1.3368 -0.6673
C 1.9351 -2.3013 -1.6274
N 1.3889 -1.8199 -2.7739
C 1.0396 -0.5840 -2.5283
C 0.3678 0.2994 -3.5197
C -1.0903 -0.1240 -3.7379
C -1.7846 0.7432 -4.7839
C -3.2259 0.3046 -5.0118
H 0.4392 3.8666 6.0635
H -0.0770 3.5918 4.4045
H -0.9958 2.8936 5.7400
H 1.8535 2.1272 4.9444
H 1.0081 1.5133 6.3628
H -0.7547 0.5342 4.8705
H 0.8406 -0.1574 4.6353
H -0.4811 1.9273 2.8504
H 1.1824 1.3606 2.6665
H -1.2764 -3.0627 1.8406
H -1.2895 -1.5422 -0.4534
H -1.0635 0.9618 -0.8272
H -0.5106 1.9906 0.5141
H 1.7992 1.0939 0.2615
H 1.2297 1.8471 -1.2420
H 2.2519 -1.3350 0.3503
H 2.3019 -3.3059 -1.5715
H 0.8988 0.2099 -4.4695
H 0.4091 1.3428 -3.2002
H -1.0994 -1.1673 -4.0561
H -1.6415 -0.0613 -2.7955
H -1.2334 0.6804 -5.7243
H -1.7693 1.7875 -4.4602
H -3.2586 -0.7274 -5.3531
H -3.7024 0.9304 -5.7626
H -3.7999 0.3777 -4.0902
```

Electronic energy   -22975.061 eV
HOMO level   -8.33 eV
HOMO-LUMO gap   8.90 eV
E_LUMO   0.6 eV
M   274.41 g mol⁻¹
F_max   0.62 eV Å⁻¹
SMILES   CCCCc1nccn1CCn1ccnc1CCCC
Charge   0
Relative energy (zero: lowest compared OMol25 entry of this formula, charge and spin)   0.00 kcal per mole


No. 3
Here is a molecular structure, C54H59BiO2P3 at a distorted geometry from OMol25. Energies are from wB97M-V/def2-TZVPD.

Geometry as XYZ:
```
119
Properties=species:S:1:pos:R:3
Bi 0.2179 0.5980 -0.3644
C -5.9914 -0.6664 1.6641
C -5.1369 0.4412 1.0205
C -6.0037 1.6865 0.7814
C -4.0113 0.7810 1.9748
C -4.2607 1.4189 3.1867
C -3.2535 1.6587 4.1036
C -1.9553 1.2732 3.8323
C -1.6758 0.6419 2.6253
P -0.0023 0.0409 2.2644
C 0.0888 -1.6076 3.0365
C 1.3086 -2.1512 3.4377
C 1.3318 -3.3901 4.0540
C 0.1547 -4.0935 4.2620
C -1.0570 -3.5514 3.8621
C -1.0958 -2.3148 3.2465
C 0.9868 1.2603 3.1899
C 1.1541 2.5284 2.6315
C 1.7876 3.5172 3.3590
C 2.2559 3.2472 4.6369
C 2.0789 1.9922 5.1953
C 1.4418 0.9944 4.4782
C -2.7040 0.3946 1.7139
O -2.3154 -0.2777 0.5777
C -3.2366 -0.4025 -0.4367
C -2.7195 -0.8910 -1.6398
C -3.5785 -1.1401 -2.7060
C -4.9243 -0.8644 -2.5596
C -5.4149 -0.3435 -1.3754
C -4.5823 -0.0878 -0.2888
P -0.9818 -1.4369 -1.6695
C -1.2404 -3.1843 -1.2251
C -1.7359 -4.0460 -2.2039
C -2.2148 -5.2875 -1.8279
C -2.2017 -5.6695 -0.4944
C -1.6681 -4.8258 0.4655
C -1.1967 -3.5756 0.1074
C -0.4526 -1.3347 -3.3978
C 0.4311 -2.2862 -3.9043
C 0.8320 -2.2123 -5.2269
C 0.3605 -1.1907 -6.0382
C -0.5071 -0.2353 -5.5307
C -0.9111 -0.2966 -4.2105
H -6.3734 -0.3379 2.6265
H -5.4068 -1.5719 1.8176
H -6.8364 -0.9036 1.0250
H -6.5020 1.9823 1.6989
H -6.7777 1.4897 0.0476
H -5.4008 2.5222 0.4333
H -5.2638 1.7225 3.4345
H -3.4865 2.1305 5.0427
H -1.1718 1.4461 4.5523
H 2.2297 -1.6113 3.2846
H 2.2671 -3.8112 4.3851
H 0.1744 -5.0562 4.7464
H -1.9755 -4.0866 4.0464
H -2.0436 -1.8997 2.9390
H 0.7763 2.7407 1.6368
H 1.9032 4.5056 2.9432
H 2.7514 4.0203 5.2008
H 2.4194 1.7915 6.1976
H 1.2861 0.0207 4.9171
H -3.2020 -1.5482 -3.6313
H -5.5982 -1.0689 -3.3752
H -6.4733 -0.1590 -1.2943
H -1.7548 -3.7569 -3.2458
H -2.6168 -5.9549 -2.5736
H -2.6136 -6.6231 -0.2046
H -1.6345 -5.1357 1.4975
H -0.8063 -2.8955 0.8504
H 0.7745 -3.0929 -3.2731
H 1.4961 -2.9622 -5.6285
H 0.6729 -1.1374 -7.0696
H -0.8863 0.5455 -6.1693
H -1.6010 0.4409 -3.8242
C 3.6074 -1.0326 -2.9976
C 3.4082 0.4416 -2.6675
C 2.2645 0.9896 -3.5216
C 4.6786 1.2363 -2.9547
P 2.9025 0.6897 -0.8368
C 3.0320 2.5103 -0.6535
C 2.0096 3.2745 -1.2297
C 2.0927 4.6542 -1.2706
C 3.1983 5.2983 -0.7383
C 4.2040 4.5528 -0.1464
C 4.1305 3.1700 -0.1034
C 3.9892 -0.3004 0.3813
C 3.8174 0.3064 1.7685
C 5.4731 -0.3192 0.0253
C 3.4115 -1.7187 0.3875
H 3.7446 -1.1317 -4.0714
H 2.7444 -1.6316 -2.7170
H 4.4975 -1.4439 -2.5345
H 2.4026 0.6590 -4.5486
H 2.2512 2.0763 -3.5286
H 1.2961 0.6148 -3.1841
H 4.8505 1.2354 -4.0282
H 5.5524 0.8035 -2.4792
H 4.5858 2.2762 -2.6507
H 1.1510 2.7978 -1.6832
H 1.3072 5.2278 -1.7388
H 3.2804 6.3716 -0.8018
H 5.0649 5.0512 0.2697
H 4.9448 2.6222 0.3425
H 4.2784 1.2847 1.8594
H 4.3000 -0.3438 2.4957
H 2.7629 0.3964 2.0216
H 5.8724 0.6799 -0.1282
H 5.6828 -0.9310 -0.8463
H 6.0168 -0.7598 0.8602
H 2.3622 -1.7124 0.6936
H 3.9686 -2.3277 1.0956
H 3.4897 -2.1992 -0.5831
C -2.6933 3.1894 -1.3832
O -1.4387 3.0384 -0.7246
H -2.5943 3.7621 -2.3076
H -3.4144 3.6866 -0.7352
H -3.0576 2.1886 -1.6113
H -1.1552 3.9129 -0.4356
```

Electronic energy   -94734.706 eV
HOMO level   -15.72 eV
HOMO-LUMO gap   7.07 eV
E_LUMO   -8.6 eV
M   1041.97 g mol⁻¹
F_max   1.32 eV Å⁻¹
Charge   +3